This record from OMol25 describes 2 unconnected molecules or ions with the total composition C5H12N3 at a distorted geometry. The level of theory is ωB97M-V/def2-TZVPD.

Its net charge is +1. As for the expectation value of S²: 2.008. The LUMO energy (alpha / beta) is -2.9 / -7.4 eV. The calculation puts the relative energy (zero: lowest compared OMol25 entry of this formula, charge and spin) at 365.6 kJ/mol. The HOMO-LUMO gap (alpha / beta) is 6.56 / 5.75 eV. The spin multiplicity is 3.

```
20
C5H12N3 | OMol25 | ωB97M-V/def2-TZVPD
C -0.060 -2.259 0.412
C 0.970 -1.626 0.506
C -1.202 -0.250 -0.374
C 2.211 -0.909 0.732
C 0.023 1.910 -0.727
N -0.751 0.894 0.058
N -1.217 -0.556 -1.699
N -0.974 1.367 1.368
H -0.757 -2.967 0.476
H -2.039 -0.678 0.194
H 2.829 -0.908 -0.090
H 2.718 -1.467 1.540
H 1.996 0.194 0.938
H -0.075 2.873 -0.274
H 1.091 1.751 -0.841
H -0.614 2.034 -1.729
H -1.752 -1.411 -1.907
H -0.389 -0.428 -2.411
H -0.148 1.437 1.917
H -1.858 1.000 1.913
```

Let us look at the Löwdin charges, expressed in e, one per atom: atom 1 (C): 0.108, atom 2 (C): -0.164, atom 3 (C): -0.378, atom 4 (C): -0.081, atom 5 (C): 0.022, atom 6 (N): -0.136, atom 7 (N): 0.099, atom 8 (N): 0.203, atom 9 (H): 0.019, atom 10 (H): 0.133, atom 11 (H): 0.050, atom 12 (H): 0.107, atom 13 (H): 0.087, atom 14 (H): 0.079, atom 15 (H): 0.089, atom 16 (H): 0.158, atom 17 (H): 0.122, atom 18 (H): 0.171, atom 19 (H): 0.115, atom 20 (H): 0.197